No. 1
A molecular structure, C13H10N3O2Pd. Source: the Open Molecules 2025 dataset; level of theory: ωB97M-V/def2-TZVPD.

Output
- HOMO energy (spin up / spin down): -1.833 / -4.284 eV
- Multiplicity: 3
- Charge: -1
- ⟨S²⟩: 2.022

Geometry (Å):
Pd -0.1586 -1.1935 -0.8980
O -0.7570 2.6929 0.8653
O 1.8254 2.4439 -0.2006
N 1.7981 -0.7626 -1.6925
N -2.0685 -0.6646 1.2134
N 0.1482 0.8016 -0.1214
C -2.0774 1.1711 2.7511
C -2.9740 -0.9506 3.4110
C -2.7409 0.4283 3.7015
C -2.0605 -1.1759 -0.1702
C -0.7209 1.4735 0.7338
C 3.0906 1.1567 -2.2684
C 2.5036 -1.4810 -2.5714
C -2.6358 -1.4323 2.1904
C 3.7986 0.4168 -3.1951
C 3.5052 -0.9316 -3.3503
C -1.6594 0.6429 1.5316
C 2.0803 0.5395 -1.5397
C 1.2846 1.3910 -0.5262
H -2.6229 -0.4468 -0.7721
H -3.0186 0.8585 4.6534
H 3.2811 2.2022 -2.0759
H -2.8202 -2.4593 1.9044
H -3.4158 -1.6223 4.1345
H -2.6465 -2.0984 -0.1542
H -1.7954 2.1993 2.9329
H 2.2463 -2.5308 -2.6366
H 4.5737 0.8835 -3.7912
H 4.0365 -1.5521 -4.0596


No. 2
A molecular structure, C13H10N3O2SeZn. Source: the Open Molecules 2025 dataset; level of theory: ωB97M-V/def2-TZVPD.

Output
- HOMO energy: -2.759 eV
- Charge: -1

Geometry (Å):
Se -1.2456 4.1128 0.7196
Zn -0.2700 1.1852 -0.5673
O 0.4908 -2.7669 -1.4506
O 1.1581 3.6275 -0.5620
N 1.8477 0.3804 -0.7815
N -0.5756 -0.7527 -1.0806
N -1.4416 0.2926 1.1900
C -1.7774 0.8924 2.3326
C 4.1200 0.6088 -1.4496
C 2.9923 1.0590 -0.7833
C -2.1492 -0.7542 0.7662
C 0.0580 3.1797 -0.2697
C 2.8460 -1.2802 -2.1689
C 1.7685 -0.7677 -1.4620
C -2.8156 0.4454 3.1294
C -1.7644 -1.3717 -0.5638
C -3.2194 -1.2546 1.5016
C 0.4646 -1.5326 -1.3467
C -3.5502 -0.6523 2.7019
C 4.0408 -0.5798 -2.1619
H 2.7303 -2.2124 -2.7036
H 2.9816 2.0027 -0.2508
H -4.3746 -1.0280 3.2958
H -1.2049 1.7762 2.5884
H 4.9018 -0.9547 -2.7015
H -3.0522 0.9607 4.0497
H -2.6105 -1.2501 -1.2520
H -1.6067 -2.4469 -0.4345
H 5.0359 1.1823 -1.4069
H -3.7787 -2.1009 1.1220


No. 3
A molecular structure, C13H11BrHgNO3S. Source: the Open Molecules 2025 dataset; level of theory: ωB97M-V/def2-TZVPD.

Output
- HOMO energy (spin up / spin down): -8.812 / -8.811 eV
- Multiplicity: 2
- Charge: 0
- ⟨S²⟩: 0.755

Geometry (Å):
Hg -4.1597 -1.0290 0.8372
Br 4.2672 0.8697 4.5407
S -1.4852 -1.5744 -1.7985
O -0.4538 -2.1211 -0.8751
O -0.5659 -1.7373 4.5717
O -1.4167 -1.4320 2.5867
N 2.3996 -0.3866 1.1013
C 1.7872 -0.3361 3.8243
C -0.8808 -1.9377 -3.4524
C 0.1698 2.1024 -1.5351
C 0.8951 -0.8465 2.8915
C -1.2411 0.2005 -1.8552
C -2.3093 1.0239 -2.1800
C -0.4470 -1.3483 3.2961
C -2.1263 2.3982 -2.1954
C -0.8872 2.9372 -1.8718
C 3.2571 0.1101 1.9893
C -0.0026 0.7251 -1.5253
C 2.9922 0.1456 3.3506
C 1.2429 -0.8646 1.5440
H 1.5477 -0.3002 4.8793
H 1.1343 2.5186 -1.2732
H 4.1939 0.4985 1.6073
H 0.8135 0.0653 -1.2534
H -1.4994 -1.4238 -4.1883
H -0.7505 4.0107 -1.8724
H -3.2803 0.5960 -2.4017
H -0.9522 -3.0152 -3.5891
H 0.5542 -1.2834 0.8160
H 0.1573 -1.6147 -3.5245
H -2.9542 3.0493 -2.4446


No. 4
C13H11F2NO2 in the gas phase at a distorted geometry. Source: the Open Molecules 2025 dataset; level of theory: ωB97M-V/def2-TZVPD.

Output
- SMILES: CCc1cc(O)c(Oc2cccnc2F)cc1F
- HOMO energy: -8.580 eV
- Charge: 0
- ΔE to the lowest compared entry with this formula, charge and spin: 0.000 eV

Geometry (Å):
F -1.2553 0.3860 -2.7544
F -2.3847 0.3796 4.1222
O -0.8414 -0.2773 1.9308
O 1.2587 -2.1031 1.4174
N -1.4581 2.5472 4.1577
C -0.5974 3.4675 3.6683
C 1.0640 -1.2348 -3.3706
C 1.1022 -1.6631 -0.8824
C 0.6140 -1.4666 0.4153
C 0.1566 3.2307 2.5275
C -0.4055 -0.5481 0.6603
C -1.6021 1.3587 3.5093
C -0.5755 -0.1558 -1.7449
C 0.4370 -2.4940 -4.0195
C 0.0382 2.0368 1.8418
C -1.0212 0.0844 -0.4352
C -0.8015 1.0373 2.3863
C 0.5096 -1.0475 -1.9665
H 0.8091 -0.3803 -3.9586
H 0.7841 -2.0024 2.2530
H 1.9643 -2.2569 -0.9947
H 0.6436 1.7751 0.9734
H 0.8706 4.0301 2.2265
H -0.4373 4.3857 4.2368
H 0.7193 -3.3914 -3.4457
H -0.6493 -2.4738 -4.0613
H -1.8649 0.7623 -0.3017
H 2.1519 -1.3203 -3.3363
H 0.7711 -2.6661 -5.0548


No. 5
C13H11N in the gas phase at a distorted geometry. Source: the Open Molecules 2025 dataset; level of theory: ωB97M-V/def2-TZVPD.

Output
- SMILES: C#C[C@H]1C=CN=C(c2ccccc2)C1
- HOMO energy: -8.668 eV
- Charge: 0
- ΔE to the lowest compared entry with this formula, charge and spin: 5.421 eV

Geometry (Å):
N 0.6823 0.3510 1.6851
C 2.5158 -1.1412 1.8808
C 0.2113 -0.2170 0.6543
C 2.8357 0.8362 -1.0670
C 2.2810 -1.2296 0.3638
C 0.8158 -1.4735 0.2059
C 2.5382 -0.1520 -0.3630
C -0.9233 0.3750 -0.1891
C -1.7246 1.3513 0.3819
C -2.5267 0.3141 -2.0119
C -1.3553 -0.1577 -1.3738
C -3.2256 1.3265 -1.4686
C 1.5854 -0.3071 2.4388
C -2.7815 1.8136 -0.2810
H 2.8491 -2.1141 0.0513
H -3.3437 2.6791 0.1238
H 3.1948 -1.6928 2.4801
H 0.3178 -1.8558 -0.7652
H -1.5486 1.7356 1.3515
H -3.8032 2.0615 -2.0053
H 3.3087 1.3455 -1.9253
H -0.7646 -0.9683 -1.7937
H 0.5702 -2.2377 1.0286
H -2.9069 -0.2627 -2.8097
H 1.1978 -0.3798 3.4078


No. 6
A molecular structure, C13H11N6O8 at a distorted geometry. Source: the Open Molecules 2025 dataset; level of theory: ωB97M-V/def2-TZVPD.

Output
- HOMO energy: -4.781 eV
- Charge: -1

Geometry (Å):
O -5.4350 0.9883 -2.7457
O -1.3260 -2.4454 -1.0162
O -0.6935 1.7196 2.2469
O 0.5585 0.8817 -1.4545
O -2.5383 2.9594 1.7762
O -2.6390 -2.2691 -2.7558
O 0.0691 -1.8007 2.2000
O -5.8618 2.9456 -1.6698
N -4.5502 -0.0541 -2.7228
N -5.1496 1.9581 -1.7533
N -2.1498 -1.8053 -1.7129
N 0.3242 -0.5677 0.3016
N -3.5221 3.0379 0.8118
N -1.6462 1.9252 1.5067
C -2.0994 1.2671 0.3515
C 3.1552 -0.6661 0.6381
C -3.2487 2.0173 -0.0493
C 1.0444 0.0783 -0.6630
C 2.5408 -0.2742 -0.7168
C -3.6712 0.2581 -1.7279
C 0.7942 -1.3924 1.2988
C -1.7387 0.0423 -0.1845
C 3.1776 0.5334 1.5881
C 4.5776 -1.1918 0.4492
C 2.2662 -1.7831 1.2034
C -2.5093 -0.4755 -1.2253
C -4.0214 1.4787 -1.1159
H 2.6512 -1.1292 -1.4044
H 2.1704 0.9303 1.7575
H 3.8055 1.3281 1.1672
H 5.0036 -1.5061 1.4112
H 2.6105 -2.0772 2.2015
H 3.0785 0.5782 -1.1492
H 3.6030 0.2328 2.5538
H 2.3446 -2.6598 0.5399
H 4.5934 -2.0576 -0.2247
H -0.8000 -0.5867 0.2611
H 5.2320 -0.4187 0.0275


No. 7
C13H11NO3S in the gas phase at a distorted geometry. Source: the Open Molecules 2025 dataset; level of theory: ωB97M-V/def2-TZVPD.

Output
- SMILES: Cc1c(NC(=O)c2cccs2)cccc1C(=O)O
- HOMO energy: -9.315 eV
- Charge: 0
- ΔE to the lowest compared entry with this formula, charge and spin: 8.001 eV

Geometry (Å):
S -3.6072 -1.4629 -0.0044
O 4.2119 -0.5802 -1.3627
O 5.0285 1.2513 0.1995
O -1.0608 1.5415 -0.7036
N -0.7511 -0.5590 0.4434
C 2.0820 -0.3584 2.5383
C 3.0576 -0.0001 1.8408
C -5.0694 0.2619 -1.4721
C -1.4313 0.3989 -0.2458
C -2.8556 0.0859 -0.2923
C 0.8548 -0.3486 2.1992
C 1.2250 0.0875 -1.4503
C -3.6921 0.7789 -1.1052
C 1.4401 -0.0763 -0.0401
C 2.7169 0.0300 0.5715
C 4.0926 0.3908 -0.1611
C -5.1640 -0.8963 -0.5551
C 0.6328 -0.0879 0.8412
H 0.9099 1.1041 -1.6872
H -3.5017 1.9508 -1.6116
H 2.3198 -0.4397 3.7875
H 4.9593 -0.1045 -1.8649
H 4.2048 0.2964 2.4028
H -1.4238 -1.2493 1.0139
H 2.1752 -0.0668 -2.2538
H -5.9392 0.8647 -1.8992
H 0.5053 -0.8359 -1.5994
H -5.9085 -1.4324 -0.5404
H -0.0117 -0.5440 3.0113